1.
The following is a quantum chemistry calculation of a structure of composition C15H32IrNOPSSi, from OMol25.

Computed properties:
Highest occupied orbital energy (spin up / spin down) in eV: -5.586 / -7.496
Multiplicity: 6
E_LUMO (spin up / spin down) in eV: 0.493 / -1.891

The geometry in XYZ format:
```
53
C15H32IrNOPSSi (the ωB97M-V functional and the def2-TZVPD basis)
Ir -0.19013 -0.35689 0.21219
Si 0.22290 -2.31862 -0.94963
P 0.68951 0.97626 -1.46705
N -1.89128 0.19081 0.33090
H 3.97121 1.43954 -0.02935
C 0.94657 2.75740 -1.09080
H 1.19884 3.24955 -2.04037
H 1.76385 2.86608 -0.36288
H 0.02322 3.19813 -0.69154
C 2.14723 0.49706 -2.47974
H 2.17723 1.23261 -3.28816
H 2.01054 -0.52125 -2.85687
H 3.04215 0.53913 -1.84426
C -0.69327 0.98288 -2.68480
H -0.33346 1.55879 -3.54472
H -1.58030 1.45749 -2.24503
H -0.94372 -0.04332 -2.98013
C 1.94884 -3.01289 -1.21290
H 2.45411 -3.08849 -0.24237
H 2.53577 -2.38581 -1.89344
H 1.84759 -4.02131 -1.64232
H -0.53373 -3.40644 -0.24442
H -0.31291 -2.17062 -2.33701
C -3.17998 0.19573 0.04109
C -5.40585 1.10166 0.27253
C -4.07224 1.17548 0.59144
C -3.69629 -0.81714 -0.82936
C -5.04592 -0.82992 -1.11549
C -5.90739 0.11482 -0.56990
H -6.09027 1.83887 0.69330
H -3.64966 1.94318 1.24213
H -2.99379 -1.55037 -1.22678
H -5.42149 -1.60033 -1.77460
H -6.95797 0.08025 -0.81129
C 3.48034 0.64183 0.57193
O 2.33548 -0.07621 0.07516
C 3.16766 1.28990 1.93798
H 4.05903 1.82384 2.30319
H 2.86396 0.50145 2.65596
H 2.37040 2.03348 1.81580
C 4.77506 -0.24010 0.51490
H 5.63525 0.46411 0.43543
H 4.80930 -0.87767 -0.38367
H 5.04081 -0.86130 1.38683
C -0.41405 -1.99571 2.91731
S 0.29228 -0.37473 2.60312
C -1.04915 0.67999 3.22094
H -0.33459 -2.61514 2.01485
H -1.45471 -1.90803 3.23638
H 0.19683 -2.41552 3.71809
H -1.62386 0.10749 3.93728
H -0.55627 1.52428 3.71434
H -1.67371 1.02569 2.39579
```

2.
The following is a quantum chemistry calculation of a cluster of 9 separate species, C30H81N3O14 in total, from OMol25.

Computed properties:
Highest occupied orbital energy in eV: -9.029
ΔE to the lowest compared entry with this formula, charge and spin in kcal/mol: 179.8
Structure (SMILES): COCCNCCOC.COCCNCCOC.COCCNCCOC.OCCO.OCCO.CCO.CCO.CCO.CCO
E_LUMO in eV: 0.419

The geometry in XYZ format:
```
128
C30H81N3O14 (the ωB97M-V functional and the def2-TZVPD basis)
C 2.40809 -4.97468 -0.81160
O 3.46274 -5.16479 -1.78748
C 3.82400 -3.99917 -2.45686
C 2.76065 -3.42539 -3.34836
N 3.21929 -2.14430 -3.98614
C 2.17383 -1.73838 -4.92229
C 2.43016 -0.34968 -5.46104
O 1.66722 0.35634 -6.08431
C 0.89160 -0.36860 -7.09064
H 1.47134 -4.93703 -1.24999
H 2.80375 -4.11024 -0.33406
H 2.35703 -5.77875 -0.12687
H 4.70530 -4.28915 -3.02043
H 4.12259 -3.18029 -1.78593
H 1.83911 -3.12451 -2.72723
H 2.52832 -4.02704 -4.13867
H 4.01661 -2.25185 -4.52831
H 1.20449 -1.75674 -4.33921
H 2.08014 -2.48565 -5.76383
H 3.27604 -0.40196 -6.13542
H 2.64302 0.27058 -4.56720
H 0.37059 -1.26393 -6.75812
H 1.63575 -0.69691 -7.78163
H 0.23363 0.36977 -7.56424
C -1.10962 0.71217 4.13301
O -1.05327 0.87331 2.74243
C -0.81895 2.26854 2.44674
C -0.92338 2.48366 0.88842
N -0.79188 3.89924 0.53393
C -0.66603 4.04724 -0.87333
C -0.36763 5.52292 -1.18611
O -0.08170 5.70860 -2.33078
C -0.09962 7.09781 -2.74725
H -1.41770 -0.34017 4.39061
H -1.73481 1.43525 4.63177
H -0.02491 0.87277 4.51988
H 0.02969 2.75651 2.84319
H -1.69333 2.81273 2.78100
H -1.85779 2.15676 0.57201
H -0.12225 1.96541 0.40483
H -1.74870 4.31066 0.69481
H -1.50206 3.52708 -1.48366
H 0.16581 3.40237 -1.20009
H 0.53483 5.90951 -0.65735
H -1.31856 6.09309 -0.97177
H -1.16531 7.48257 -2.61170
H 0.14649 7.33147 -3.80867
H 0.47160 7.70806 -2.05295
C 2.52615 2.97100 0.84805
O 3.04645 2.48313 2.01947
C 3.50401 1.10183 2.24452
C 2.23686 0.42992 2.75602
N 2.62317 -0.86129 3.21182
C 1.48247 -1.70005 3.35268
C 2.00388 -2.88766 4.11766
O 1.25215 -3.85235 4.36006
C 1.03030 -4.72756 3.27916
H 1.79997 3.75215 1.13979
H 2.02224 2.21453 0.34932
H 3.34070 3.29274 0.23683
H 4.35097 1.14281 2.99715
H 3.90198 0.59985 1.34300
H 1.40941 0.38289 2.03897
H 1.86775 0.97318 3.63561
H 3.28535 -1.23509 2.49119
H 1.11149 -2.01244 2.40061
H 0.59826 -1.24459 3.78606
H 2.43750 -2.61648 5.05913
H 2.83031 -3.28601 3.50984
H -0.03844 -5.00372 3.21330
H 1.51204 -5.59289 3.49293
H 1.39793 -4.38519 2.32610
O -3.66248 1.37294 2.59605
C -4.20878 0.10319 2.52262
C -4.64822 0.06076 3.89127
O -5.25693 -1.17188 4.22169
H -2.75091 1.26698 2.19898
H -5.13838 0.05229 2.01336
H -3.51780 -0.72786 2.21600
H -5.38712 0.84699 4.11603
H -3.80264 0.21068 4.54784
H -4.54758 -1.84302 4.32751
O -0.05715 -1.99440 -1.46686
C -0.38160 -2.29486 -0.15865
C -0.86664 -1.01924 0.44655
O -1.89690 -0.41278 -0.23805
H 0.30262 -1.08530 -1.51698
H -1.19687 -3.05942 -0.22394
H 0.52637 -2.74281 0.30000
H -0.01565 -0.38335 0.66787
H -1.19025 -1.29065 1.45134
H -1.58977 -0.28823 -1.14335
C -2.60786 -3.58317 3.09423
C -1.86721 -3.04246 4.14275
O -2.76078 -2.39575 5.02235
H -3.01256 -2.76167 2.41134
H -3.39152 -4.30217 3.46520
H -2.09418 -4.28548 2.43165
H -1.10035 -2.42025 3.77338
H -1.35687 -3.79513 4.74359
H -2.71454 -2.73771 5.97014
C -5.49393 2.71653 0.47592
C -4.71234 1.80965 -0.38229
O -3.83784 2.58782 -1.22106
H -4.88158 3.15321 1.24302
H -6.15823 2.23283 1.12229
H -6.03037 3.40322 -0.22096
H -5.31813 1.27828 -1.07351
H -4.07291 1.13897 0.19418
H -3.00511 2.19707 -1.02339
C -1.44602 0.42252 -3.65284
C -0.31867 1.21351 -3.17901
O 0.09177 0.68247 -1.99677
H -2.33300 0.55720 -2.97041
H -1.10608 -0.54398 -3.90758
H -1.78085 0.65144 -4.69002
H -0.48009 2.22590 -2.91992
H 0.40408 1.26902 -3.92779
H 0.96956 1.04912 -1.84819
C 2.72449 -0.29591 -1.31386
C 3.39448 0.86548 -1.78011
O 2.51833 1.86312 -2.05565
H 3.40978 -1.06465 -1.33203
H 2.01284 -0.76119 -2.02315
H 2.20607 -0.12255 -0.39453
H 3.98527 0.65334 -2.75044
H 4.02976 1.29753 -1.01737
H 2.91217 2.73990 -2.27686
```

3.
The following is a quantum chemistry calculation of a structure of composition CH4I2N2, from OMol25.

Computed properties:
Highest occupied orbital energy in eV: -8.031
ΔE to the lowest compared entry with this formula, charge and spin in kcal/mol: 91.5
E_LUMO in eV: -2.024

The geometry in XYZ format:
```
9
CH4I2N2 (the ωB97M-V functional and the def2-TZVPD basis)
C -0.74228 -0.37364 0.93022
N 0.43504 -0.88400 0.27037
N 0.96570 0.98913 -1.29838
I 2.03955 0.03479 -2.56835
I -0.86438 1.73050 -1.65238
H -0.62508 0.68931 1.31162
H -1.57985 -0.69054 0.19865
H -0.91682 -0.72478 1.97280
H 1.28812 -0.77077 0.83543
```

4.
The following is a quantum chemistry calculation of a structure of composition C12H18AlAuI2O4S2, from OMol25.

Computed properties:
Highest occupied orbital energy (spin up / spin down) in eV: -22.406 / -21.992
Multiplicity: 3
Charge: +4
E_LUMO (spin up / spin down) in eV: -16.476 / -16.474

The geometry in XYZ format:
```
40
C12H18AlAuI2O4S2 (the ωB97M-V functional and the def2-TZVPD basis)
I 0.22346 1.31328 3.31161
I -0.75346 4.36613 1.89958
Al -0.82313 2.94449 -0.62057
Au 0.01223 -0.11685 -0.04160
S -1.64872 1.40715 0.76595
S 1.02227 2.05729 0.35619
C -0.69204 -1.90872 -0.15895
C -3.43815 0.94256 0.54455
C 2.68896 2.44095 -0.42311
C -4.28539 2.17232 0.77214
C -3.51257 0.39460 -0.84446
C -3.68109 -0.07414 1.64365
C 2.92156 3.92700 -0.35207
C 2.59299 1.89827 -1.80883
C 3.65576 1.71568 0.48969
C -2.52527 3.39920 -1.99897
C 0.05493 4.02671 -2.41438
O -0.89461 -3.01535 -0.37342
O -3.46198 3.62707 -2.64326
O 0.56472 4.59904 -3.28314
H -4.15542 2.92737 -0.00333
H -4.07752 2.61730 1.75210
H -5.33391 1.86233 0.75052
H -3.24202 1.16410 -1.56223
H -4.54246 0.09112 -1.01435
H -2.83415 -0.45361 -0.91185
H -3.05117 -0.95692 1.47442
H -4.74967 -0.33269 1.60881
H -3.40594 0.36950 2.61552
H 3.93639 4.12895 -0.68979
H 2.83934 4.30401 0.66947
H 2.26815 4.50952 -0.99507
H 3.55044 2.08033 -2.28662
H 1.81512 2.41183 -2.36446
H 2.38400 0.83251 -1.73967
H 4.66532 1.96021 0.13680
H 3.45957 0.63668 0.43591
H 3.50135 2.05292 1.52845
O 1.96323 -2.40605 -0.82601
C 1.39405 -1.46324 -0.49041
```

5.
The following is a quantum chemistry calculation of a structure of composition C36H31BCl2N6OSZn, from OMol25.

Computed properties:
Highest occupied orbital energy in eV: 0.413
Charge: -2
E_LUMO in eV: 4.040

The geometry in XYZ format:
```
79
C36H31BCl2N6OSZn (the ωB97M-V functional and the def2-TZVPD basis)
Zn -0.18765 0.24287 -0.12379
C 2.39270 4.42429 1.90021
C 1.12274 3.85263 1.34583
C 0.11497 4.53089 0.71789
C -0.88460 3.56941 0.40101
N -0.47449 2.36479 0.82052
N 0.77375 2.54567 1.39480
B 1.60687 1.38208 2.14384
N 0.49164 0.52292 2.83116
N -0.37021 -0.05716 1.96409
C -1.24829 -0.74880 2.68672
C -0.92727 -0.61481 4.05717
C 0.18331 0.19959 4.09383
C 0.94959 0.67448 5.28543
C -2.37798 -1.52712 2.12917
C -3.21928 -2.23411 2.98900
C -4.28582 -2.97128 2.49764
C -4.53455 -3.01498 1.13404
C -3.70913 -2.31493 0.26665
C -2.64273 -1.57889 0.75771
N 2.31356 0.29556 1.19589
N 1.57881 -0.69413 0.60148
C 2.54362 -1.48844 -0.10216
C 3.81023 -0.98589 0.12129
C 3.62064 0.13011 0.95264
C 4.69000 1.02164 1.50140
C 2.23754 -2.81222 -1.04770
C 0.68307 -3.32064 -1.18895
C 0.34144 -4.45675 -2.02453
C 1.35532 -5.06812 -2.70644
C 2.88016 -4.60271 -2.55854
C 3.22168 -3.48759 -1.71648
C -2.14848 3.92809 -0.30022
C -2.33267 5.24698 -0.71510
C -3.48312 5.64309 -1.39230
C -4.47733 4.72266 -1.66413
C -4.31502 3.40461 -1.24763
C -3.16916 3.01129 -0.57411
H 2.42043 5.50089 1.73175
H 2.45771 4.23910 2.97587
H 3.26414 3.97473 1.41611
H 0.10291 5.59064 0.52471
H 2.40906 1.87577 2.88107
H -1.43202 -1.04605 4.90511
H 0.50413 0.27782 6.19678
H 1.98766 0.33968 5.22528
H 0.93667 1.76571 5.33200
H -3.04998 -2.21887 4.05799
H -4.92710 -3.51484 3.18195
H -5.36819 -3.59018 0.74861
H -3.89377 -2.33815 -0.79991
H -2.02779 -1.04215 0.04917
H 4.75062 -1.35184 -0.25269
H 5.66793 0.68105 1.16313
H 4.54171 2.04925 1.16399
H 4.67317 1.00523 2.59305
H -0.20795 -2.79538 -0.57012
H -0.67991 -4.80124 -2.10106
H 1.14464 -5.92804 -3.32868
H 3.63595 -5.15281 -3.09434
H 4.26206 -3.19568 -1.64123
H -1.57478 5.99452 -0.52731
H -3.59470 6.67445 -1.70955
H -5.37384 5.02567 -2.19532
H -5.08930 2.67503 -1.45447
H -3.06147 1.98480 -0.26179
Cl 0.72545 -1.55935 -1.26459
C 0.71765 -1.95805 -3.10061
C 1.30755 -3.02463 -3.65709
C 1.18830 -3.14529 -5.04264
C 0.47804 -2.18413 -5.76436
C -0.11126 -1.09657 -5.12000
Cl -0.97899 0.07678 -6.09752
C 0.01477 -0.97648 -3.73971
S -0.56282 0.24379 -2.55516
H 1.90947 -3.85550 -2.96280
H 1.64463 -3.98859 -5.56042
H 0.38485 -2.28164 -6.84236
O -1.31949 1.33545 -0.93017
```

6.
The following is a quantum chemistry calculation of the molecule C18H19ClN4O, from OMol25.

Computed properties:
Highest occupied orbital energy in eV: -7.807
ΔE to the lowest compared entry with this formula, charge and spin in kcal/mol: 0.0
Structure (SMILES): OCCCNc1c2c(nc3cc(-c4ccc(Cl)cc4)nn13)CCC2
E_LUMO in eV: 0.575

The geometry in XYZ format:
```
43
C18H19ClN4O (the ωB97M-V functional and the def2-TZVPD basis)
O 0.90266 -2.84345 0.22880
C -0.18099 -3.30984 1.01028
C -1.34614 -3.62393 0.06791
C -2.14611 -2.37204 -0.30070
N -1.25522 -1.30793 -0.71273
C -1.40403 -0.01194 -0.35090
C -2.55906 0.72369 -0.17742
C -2.45491 2.09923 0.12174
N -1.34172 2.76795 0.26344
C -0.22001 2.05744 0.10433
C 1.12472 2.38629 0.19400
C 1.81947 1.19338 -0.05207
C 3.25517 0.96469 -0.07568
C 3.75234 -0.27338 -0.48642
C 5.11043 -0.51709 -0.51546
C 5.98858 0.48481 -0.13173
Cl 7.69296 0.18745 -0.16526
C 5.51801 1.72209 0.27812
C 4.15699 1.95705 0.30523
N 0.97414 0.17952 -0.28031
N -0.24683 0.69974 -0.19165
C -3.82100 2.70195 0.24228
C -4.71678 1.68021 -0.46931
C -4.00442 0.32845 -0.29282
H 1.47053 -2.26114 0.74411
H 0.12002 -4.21944 1.54864
H -0.48708 -2.55970 1.74984
H -0.92172 -4.06681 -0.83382
H -2.01526 -4.34936 0.53006
H -2.73280 -2.04347 0.56336
H -2.84320 -2.61496 -1.11203
H -0.27672 -1.58496 -0.77899
H 1.52052 3.35742 0.39829
H 3.05380 -1.03738 -0.79051
H 5.49042 -1.47487 -0.83533
H 6.21336 2.49251 0.57322
H 3.79351 2.91955 0.62903
H -3.86692 3.69700 -0.19551
H -4.08170 2.78758 1.30033
H -5.73006 1.66619 -0.07138
H -4.77009 1.92463 -1.53121
H -4.18961 -0.34737 -1.12701
H -4.34529 -0.15978 0.62526
```

Q: Which DFT total energy values were calculated for the entries above? A: -1853.84335; -2408.70396; -745.17450; -2537.08649; -4916.30130; -1451.79048, in a.u..
Q: Which max |F| values were calculated for the entries above? A: 4.80; 15.86; 3.52; 7.48; 13.40; 1.08, in eV/Å.